Molecular formula: C4H13N2S
Method: DFT, wB97M-V/def2-TZVPD

```
20
C4H13N2S wB97M-V/def2-TZVPD
H 1.39062 3.68650 0.08514
H -0.95776 0.35109 1.87768
H -2.62124 0.16667 1.22222
C 0.07573 -2.10184 -0.07565
H 1.50804 -3.30199 -1.06595
H 0.86556 0.71382 -0.13315
H -1.16698 2.16763 -0.15838
H -0.48657 -2.85894 0.46368
N 1.41535 1.57959 -0.21064
C 0.69106 -2.62660 -1.36400
H 0.00703 -3.16308 -2.00355
N -0.57975 2.96666 -0.06644
C -1.64279 -0.30014 1.34046
C 0.78963 2.79363 -0.04155
H -1.74655 -1.25211 1.87337
H 0.87956 -1.77016 0.58540
H 2.40570 1.56521 -0.33555
H -0.99473 3.80914 0.27433
H 1.15749 -1.80648 -1.90830
S -0.98940 -0.61860 -0.35911
```

The spin multiplicity is 2. The total charge is 0. Its molar mass is 121.23 g/mol. The HOMO energy (alpha / beta) is -4.111 / -8.722 eV.

natural (NBO) population analysis, charges in e, atoms 1 to 2: 0.156, 0.223



Molecular formula: C4H7F9P2S2
Method: DFT, wB97M-V/def2-TZVPD

```
24
C4H7F9P2S2 wB97M-V/def2-TZVPD
P 0.05627 2.61856 -2.09473
H 1.22639 2.93305 0.51368
F -1.61839 -1.97270 -0.51632
H 2.81274 0.20801 -0.68386
C -0.83522 -1.94443 0.53707
S -0.41452 4.51768 -2.07978
F -2.16844 0.31321 2.74806
C 0.60193 -1.70622 0.03735
F -0.17268 0.06468 1.88109
F -2.91246 -1.45370 1.67572
F -1.12503 -1.60040 2.94707
F 0.82865 -2.75236 -0.79953
F -2.00479 0.24799 0.57598
C 1.88438 0.50326 -0.22250
F -0.91394 -3.12163 1.06832
H -0.15656 0.04474 -0.92834
P 1.67133 2.31407 -0.67280
H -1.08087 1.90070 -1.65526
C 0.80381 -0.43870 -0.78932
H 0.47592 2.13581 -3.34962
F 1.49324 -1.85568 0.99155
H 1.13731 -0.73150 -1.77307
H 1.95455 0.46345 0.85543
S -1.54362 -0.68789 1.73381
```

The total charge is 0. Its molar mass is 352.16 g/mol. The HOMO energy is -8.791 eV. The SMILES is FC(F)(CCP[PH2]=S)C(F)(F)S(F)(F)(F)(F)F.

natural (NBO) population analysis, charges in e, atoms 1 to 2: 0.535, 0.034



Molecular formula: C6H9N2O6
Method: DFT, wB97M-V/def2-TZVPD

```
23
C6H9N2O6 wB97M-V/def2-TZVPD
O -0.48776 0.23324 2.18143
H 1.72282 1.61055 -1.46069
O -1.75843 -1.17185 0.79187
C 0.58873 1.19824 -1.28972
H -0.42926 -2.49113 -0.57352
C 0.36219 -2.27918 0.23909
C 1.24933 -0.92958 -2.09351
C 0.56963 -0.75598 0.28740
H -2.60721 -0.83937 1.04211
H 1.10684 -0.31047 -2.99486
H 1.18889 -0.09732 2.01096
H 0.63478 1.76072 0.69973
H -2.23829 1.18380 1.94500
O 0.93058 -2.94393 1.06762
C -0.05800 1.78681 -0.08019
H -0.01453 1.42297 -2.10198
H -0.50473 2.79070 -0.10615
N 0.84828 -0.17994 -1.07348
O 1.57397 -0.44596 1.13878
N -1.34091 1.01402 0.22026
O -2.24681 1.65169 1.10854
C -0.81604 -0.15940 1.01607
O 1.72593 -2.04863 -1.97478
```

The total charge is -1. Its molar mass is 205.15 g/mol. The HOMO energy is -4.726 eV. The SMILES is O=CN1CCN(O)[C@@]([O-])(O)[C@@]1(O)C=O.

natural (NBO) population analysis, charges in e, atoms 1 to 2: -0.882, 0.175



Molecular formula: C2H6O3S
Method: DFT, wB97M-V/def2-TZVPD

```
12
C2H6O3S wB97M-V/def2-TZVPD
C 1.64938 -0.20276 -0.54899
S 1.16388 0.47901 1.13463
H 2.73494 -0.15986 -0.56195
H -1.93843 0.19463 1.37683
O -2.54348 1.60325 0.07768
H 1.33324 -1.86165 0.22915
H -2.60836 1.72517 -0.93271
O 1.27203 -1.52803 -0.66863
H -1.31311 -0.14422 -0.20351
H 1.29204 0.34378 -1.31971
C -1.81988 0.52240 0.44803
O 1.47515 -0.68372 2.03745
```

The spin multiplicity is 3. The total charge is 0. Its molar mass is 110.13 g/mol. The HOMO energy (alpha / beta) is -7.082 / -10.126 eV.

natural (NBO) population analysis, charges in e, atoms 1 to 2: -0.238, 0.887



Molecular formula: C3H6IN2
Method: DFT, wB97M-V/def2-TZVPD

```
12
C3H6IN2 wB97M-V/def2-TZVPD
N 0.22721 0.18418 -0.20514
H 1.20508 0.47570 -0.01212
H 0.35144 -2.09251 -0.78901
C -0.96166 0.91244 0.31867
I -3.98829 0.03836 -0.02228
H 0.25779 -1.78346 1.07034
H -0.90824 1.15538 1.36145
H -1.13960 1.91251 -0.12164
N -1.44373 -1.41144 -0.01930
C -1.95632 -0.25297 0.11582
C 0.01829 -1.36837 0.02092
H 0.22019 0.34725 -1.18373
```

The total charge is +1. Its molar mass is 197.00 g/mol. The HOMO energy is -13.577 eV. The SMILES is IC1=NC[NH2+]C1.

natural (NBO) population analysis, charges in e, atoms 1 to 2: -0.527, 0.457



Molecular formula: C20H28N2O5
Method: DFT, wB97M-V/def2-TZVPD

```
55
C20H28N2O5 wB97M-V/def2-TZVPD
H -7.39859 -1.94549 -0.86893
H 0.73600 1.08754 1.09867
C -3.16837 0.68178 -0.15390
C -0.37499 3.16507 0.04076
C 5.11184 -0.99501 -1.07997
H 4.38124 -2.78831 -2.04220
C -3.43577 -1.64712 0.33840
H -0.91672 -2.19540 1.51100
H -0.04258 3.80793 0.85684
C -4.53354 0.80149 -0.30930
H 2.56201 -1.77069 1.73817
C 3.16651 -1.47880 0.88866
H 2.49936 -3.09627 -0.32595
C 0.82349 2.35218 -0.48978
C -0.61538 -1.83018 0.52390
H 1.52310 0.25466 -0.88790
O -6.70444 -0.06641 -0.32411
H 3.94556 0.80679 -1.01762
N -2.33636 1.81099 -0.32802
H 2.26106 2.67239 2.02738
C 0.40110 1.49319 -1.70534
H -5.42257 -2.39670 0.34523
H 1.58341 3.05044 -0.86901
H -0.84091 -2.58882 -0.23282
H -8.58904 -0.72922 -0.34527
C -1.39090 2.16639 0.56966
C -7.59817 -1.13894 -0.15566
H 5.33544 0.82460 0.06432
C -2.59238 -0.56274 0.15665
C 3.42639 -2.55392 -0.12153
N 1.44326 1.46196 0.46874
O -0.37798 1.87326 -2.53774
C 3.65044 -0.24599 0.81520
H -0.78333 3.77107 -0.76630
H 3.21219 -1.46612 -1.96781
C -5.37260 -0.29989 -0.14131
H 2.71235 0.34943 2.63747
C -4.81051 -1.52189 0.19523
H 0.45455 -1.62848 0.52326
H 4.24351 1.17237 2.30882
H -4.96923 1.75529 -0.55961
C 3.99949 -1.98145 -1.41424
H 3.22510 2.51643 0.54686
H 5.86014 -1.49264 -0.45943
H -3.03541 -2.61715 0.58600
O 1.01823 0.32802 -1.74393
O -1.23165 -0.60387 0.22005
H -2.31672 2.22749 -1.24868
H 4.12921 -3.27635 0.30841
H -7.56142 -1.53757 0.86348
C 4.52983 0.19535 -0.32326
C 2.56661 1.97582 1.23310
H 5.60396 -0.65012 -1.99113
C 3.32511 0.79520 1.85228
O -1.31091 1.70839 1.69224
```

The total charge is 0. Its molar mass is 376.45 g/mol. The HOMO energy is -7.950 eV. The SMILES is COc1ccc(OC)c(NC(=O)C[C@@H](NCCC2=CCCCC2)C(=O)O)c1.

natural (NBO) population analysis, charges in e, atoms 1 to 2: 0.174, 0.407



Molecular formula: Cl2O3PS
Method: DFT, wB97M-V/def2-TZVPD

```
7
Cl2O3PS wB97M-V/def2-TZVPD
Cl 1.67739 -1.47709 -0.26903
O -0.63991 0.05001 -1.49997
O -1.47225 1.15679 0.71167
S -0.86027 -0.07918 -0.02977
Cl 1.59776 1.68858 -0.14079
P 1.15574 -0.02651 0.94393
O -1.45845 -1.31259 0.28396
```

The total charge is -1. Its molar mass is 181.94 g/mol. The HOMO energy is -5.107 eV. The SMILES is O=S(=O)([O-])P(Cl)Cl.

natural (NBO) population analysis, charges in e, atoms 1 to 2: -0.282, -0.986



Molecular formula: C10H58MnO24
Method: DFT, wB97M-V/def2-TZVPD

```
93
C10H58MnO24 wB97M-V/def2-TZVPD
C 26.43419 -16.95837 -26.51573
O 30.09200 -24.25254 -23.38749
H 24.88079 -19.28753 -28.81949
C 30.92264 -19.87583 -26.76970
C 24.93152 -16.80497 -26.18063
H 26.02526 -22.04836 -28.09770
H 29.77571 -24.65777 -22.58003
O 27.24979 -19.20848 -21.90476
H 25.07220 -17.73037 -20.79620
H 29.45659 -18.56228 -19.34284
O 27.69627 -22.20334 -21.92225
O 24.59851 -17.45869 -25.00723
O 28.92056 -22.09508 -24.62113
O 24.20008 -24.35357 -23.76756
H 25.37485 -21.48894 -23.55354
H 26.72052 -16.40227 -27.40841
C 24.49527 -17.30597 -18.90340
O 26.93649 -21.54557 -19.55990
H 27.74719 -19.45551 -17.96933
H 29.31201 -20.15632 -17.68055
O 31.21577 -18.01611 -21.75981
H 28.73937 -19.33190 -25.39089
H 24.37774 -17.38491 -26.91895
H 23.63136 -16.64273 -18.94657
O 31.91620 -21.76077 -27.95169
C 30.77834 -20.90389 -27.93057
H 31.15076 -22.89363 -22.25820
H 31.69463 -19.14227 -27.00212
H 29.48733 -22.74132 -24.19997
H 25.75022 -16.93054 -23.49083
O 26.10970 -15.38930 -19.39398
H 24.32621 -17.91381 -18.01455
O 29.78994 -19.08800 -26.74789
C 28.01564 -21.46637 -18.67139
H 25.69586 -20.42119 -29.85889
O 25.13742 -20.81448 -26.61809
H 23.35702 -21.25753 -22.40782
O 24.13200 -21.81900 -22.42737
H 30.26360 -19.35685 -22.15762
H 24.88206 -24.94674 -23.45246
O 29.91893 -20.19791 -22.45770
C 28.53779 -20.04068 -18.43904
H 23.70375 -17.80185 -25.06416
H 27.59489 -18.48748 -24.87222
H 26.53161 -17.38992 -18.72902
H 31.19008 -17.32732 -21.09563
C 25.08300 -20.34931 -28.96037
H 27.43594 -22.03304 -21.01701
H 27.64698 -15.78868 -25.58189
H 29.82561 -21.43006 -27.99009
H 24.27506 -21.23204 -26.67786
O 27.31244 -16.67598 -25.43225
H 31.54287 -17.57917 -22.54615
H 26.30177 -15.99315 -22.43774
H 27.87605 -23.14317 -21.94750
H 28.79948 -22.07009 -19.12880
H 31.08846 -20.38419 -25.81987
C 25.81195 -16.58963 -18.55661
H 24.51405 -15.79964 -26.12467
O 27.31588 -24.99526 -22.08948
H 30.62709 -20.82029 -22.29221
H 27.04243 -15.19241 -19.28065
H 26.85307 -20.55769 -27.78943
O 25.87440 -16.84281 -22.54578
O 27.76907 -23.46835 -26.62475
H 26.80366 -18.36161 -21.90060
H 27.13464 -25.63621 -22.77692
H 31.75989 -22.48947 -28.55680
H 29.50079 -18.80477 -27.61838
O 28.94447 -19.32968 -19.60823
H 32.29345 -22.18675 -21.56071
H 28.51077 -22.57014 -25.34406
H 30.77028 -20.31790 -28.84962
O 26.07754 -21.09116 -24.06757
H 26.64265 -18.00655 -26.73008
H 25.66073 -20.84411 -24.89308
H 24.43757 -21.83792 -21.52045
H 24.29686 -23.56861 -23.22839
O 28.14506 -19.23754 -24.64649
O 31.69226 -22.10549 -22.30112
H 27.91436 -23.09143 -27.49254
H 25.82181 -16.33679 -17.49638
H 26.05415 -21.46313 -19.19074
O 23.85064 -21.01052 -29.27724
Mn 28.02427 -20.65881 -23.22490
C 25.85898 -21.00146 -27.84381
H 27.56105 -24.38722 -26.79397
H 27.04006 -25.42641 -21.28061
H 27.81987 -21.86040 -17.67413
O 24.65450 -18.14247 -20.03639
H 31.00432 -24.53401 -23.45587
H 27.59291 -19.30334 -21.01622
H 23.95723 -21.94958 -29.44575
```

The spin multiplicity is 6. The total charge is +2. Its molar mass is 617.49 g/mol. The HOMO energy (alpha / beta) is -13.132 / -14.193 eV.

Löwdin population analysis, charges in e, atoms 1 to 2: -0.192, -0.019



| no. | calculated total energy (eV) |
| --- | --- |
| 1 | -18172.145 |
| 2 | -68964.477 |
| 3 | -21631.312 |
| 4 | -19144.602 |
| 5 | -14280.816 |
| 6 | -34412.567 |
| 7 | -51314.133 |
| 8 | -91760.334 |